15
Properties=species:S:1:pos:R:3:mulliken_charge:R:1 method="wB97M-V/def2-TZVPD" e_lumo_ev=0.2975 homo_ha=-0.34178
C 1.59032 0.52163 0.19910 -0.98
C 0.19630 0.11743 -0.06815 0.61
N -0.56717 0.79312 -0.92603 -0.64
C -1.80967 0.22203 -0.93844 -0.47
C -1.88918 -0.89080 -0.22252 -0.16
N -0.59639 -0.99348 0.25693 0.27
O -0.33277 -1.94206 1.25864 -0.34
N -1.03663 -1.66435 2.48161 1.14
O -1.65756 -0.66756 2.49547 -0.46
O -0.89549 -2.51406 3.24745 -0.57
H 1.64279 1.65621 0.30834 0.27
H 1.73143 0.20359 1.23102 0.28
H 2.50010 0.24884 -0.35370 0.26
H -2.55933 0.67976 -1.63241 0.39
H -2.62285 -1.68936 0.06257 0.40

---

16
Properties=species:S:1:pos:R:3:mulliken_charge:R:1 method="wB97M-V/def2-TZVPD" e_lumo_ev="-0.0178 / -0.1408" homo_ha="-0.31278 / -0.26205"
C 2.22649 -0.23504 0.13459 -1.40
C 0.87696 0.41769 -0.09804 0.63
C -0.16743 -0.40914 -0.81026 -0.88
N -1.31560 0.32651 -0.28897 -0.09
C -2.48424 -0.09512 -0.44917 -0.31
C -0.04862 0.75836 1.15941 -0.18
O 0.07468 1.61316 1.94494 -0.32
H 2.11546 -1.17344 0.68628 0.35
H 2.92356 0.41654 0.66942 0.35
H 2.66213 -0.47023 -0.84593 0.36
H 1.00878 1.37650 -0.64000 0.26
H -0.17259 -0.35879 -1.90326 0.36
H -0.12003 -1.45592 -0.48274 0.34
H -1.60824 -0.20566 2.15343 0.00
H -3.34402 0.53496 -0.27700 0.27
H -2.62731 -1.04039 -0.95271 0.27

---

22
Properties=species:S:1:pos:R:3:mulliken_charge:R:1 method="wB97M-V/def2-TZVPD" e_lumo_ev=-4.9549 total_charge=+1 homo_ha=-0.49432
C -3.29206 0.62854 0.11867 -0.63
C -2.74574 -0.67287 0.06086 0.10
C -2.47504 1.69287 -0.24476 -0.11
C -0.68784 0.34480 -0.34776 0.49
C 3.50003 0.18190 0.18902 -1.17
C -0.48686 -1.93073 0.00703 -0.80
C 2.01156 0.60060 0.41441 0.02
N -1.18911 1.51403 -0.43421 -0.42
N -1.38429 -0.80611 -0.13388 -0.02
N 1.26262 0.27764 -0.80725 -0.46
H -4.34525 0.70492 0.16027 0.42
H -3.23720 -1.54527 0.37708 0.43
H -2.87520 2.61870 -0.33837 0.50
H 3.64358 -0.94508 0.13581 0.29
H 3.87856 0.66673 -0.84635 0.27
H 4.28167 0.41136 0.95270 0.36
H -0.15126 -1.76560 1.07365 0.31
H -1.12745 -2.80111 -0.07899 0.30
H 0.35793 -1.67003 -0.65571 0.42
H 1.99632 1.70856 0.60868 0.31
H 1.76734 -0.13938 1.30346 0.14
H 1.29768 0.92554 -1.51435 0.26